[1]
Below is a 3-piece molecular cluster, C19H27F2NO8 overall at a distorted geometry, with properties calculated with ωB97M-V with the def2-TZVPD basis set.

SMILES string: C=CCC1=C(N(C(=O)F)C(=O)F)C(=O)C=CC1=O.COCCOC.COCCOC
LUMO energy: -1.733 eV
E_HOMO: -7.924 eV
Orbital gap: 6.19 eV
Charge: 0
Spin multiplicity: 1

Last column: Mulliken charge in e.
Geometry (Å):
C  -1.925  -2.580  2.808  -0.694
C  -2.994  -2.783  1.847  -0.305
C  -2.946  -2.418  0.287  -0.329
C  -1.511  -2.617  -0.396  0.125
C  -0.880  -1.606  -1.213  -0.016
N  -1.641  -0.350  -1.399  0.313
C  -2.676  -0.564  -2.460  0.445
O  -2.306  -1.231  -3.471  -0.437
F  -4.016  -0.112  -2.366  -0.237
C  -0.816  0.775  -1.873  0.687
O  0.065  1.268  -1.121  -0.412
F  -1.021  1.374  -3.165  -0.275
C  0.527  -1.993  -1.845  0.621
O  1.542  -1.258  -1.956  -0.552
C  0.687  -3.525  -2.353  -0.397
C  0.077  -4.533  -1.523  -0.437
C  -0.736  -4.021  -0.214  0.346
O  -0.759  -4.727  0.826  -0.513
H  -1.021  -3.286  2.915  0.246
H  -1.973  -1.712  3.566  0.235
H  -3.959  -3.287  2.242  0.320
H  -3.375  -1.353  0.177  0.239
H  -3.713  -3.113  -0.244  0.336
H  1.272  -3.754  -3.304  0.390
H  0.159  -5.660  -1.773  0.327
C  4.941  -2.085  3.047  -0.774
O  3.732  -2.097  2.302  -0.343
C  3.428  -0.820  1.743  -0.569
C  3.764  -0.771  0.256  -0.066
O  5.174  -0.845  0.041  -0.438
C  5.590  -2.138  -0.374  -0.708
H  5.216  -3.119  3.268  0.238
H  5.758  -1.620  2.489  0.337
H  4.789  -1.553  3.992  0.312
H  3.942  -0.021  2.287  0.326
H  2.350  -0.668  1.864  0.393
H  3.431  0.189  -0.149  0.358
H  3.244  -1.566  -0.291  0.076
H  5.285  -2.310  -1.411  0.293
H  5.178  -2.922  0.266  0.308
H  6.679  -2.180  -0.318  0.254
C  -2.003  4.290  1.669  -0.707
O  -3.212  4.289  0.924  -0.374
C  -3.508  5.570  0.368  -0.489
C  -3.172  5.619  -1.118  -0.474
O  -1.764  5.536  -1.333  -0.411
C  -1.358  4.239  -1.751  -0.831
H  -1.735  3.254  1.887  0.231
H  -1.183  4.751  1.112  0.307
H  -2.150  4.821  2.615  0.332
H  -2.987  6.364  0.915  0.313
H  -4.585  5.729  0.491  0.369
H  -3.498  6.583  -1.521  0.406
H  -3.698  4.829  -1.666  0.282
H  -1.664  4.072  -2.788  0.399
H  -1.775  3.458  -1.110  0.295
H  -0.269  4.188  -1.695  0.329

---

[2]
Below is an isolated ion of composition C3H5N2OS and charge +1 at a distorted geometry, with properties calculated with ωB97M-V with the def2-TZVPD basis set.

SMILES string: [NH2+]=C1NC(=S)CO1
ΔE to the lowest compared entry with this formula, charge and spin: 0.0 kcal per mole
LUMO energy: -4.838 eV
E_HOMO: -13.562 eV
Orbital gap: 8.72 eV
Charge: +1
Spin multiplicity: 1

Last column: Mulliken charge in e.
Geometry (Å):
C  -1.605  -0.012  -0.033  0.191
C  0.685  0.407  -0.090  0.586
C  -0.612  -1.475  0.032  -0.266
N  -0.558  0.923  -0.014  -0.066
N  1.899  0.936  -0.042  -0.316
O  0.725  -0.926  -0.063  -0.328
S  -3.185  0.206  0.051  -0.169
H  -0.679  -1.967  0.962  0.295
H  -0.617  -2.145  -0.811  0.281
H  -0.868  1.840  0.239  0.280
H  2.113  1.817  -0.436  0.251
H  2.702  0.396  0.205  0.260

---

[3]
Below is C5H10OOsP as an isolated structure at a distorted geometry, with properties calculated with ωB97M-V with the def2-TZVPD basis set.

⟨S²⟩: 6.0293
ΔE to the lowest compared entry with this formula, charge and spin: 0.0 kcal per mole
LUMO energy (spin up / spin down): -3.895 / -5.919 eV
E_HOMO (spin up / spin down): -10.592 / -13.723 eV
Orbital gap (spin up / spin down): 6.70 / 7.80 eV
Charge: +1
Spin multiplicity: 5

Last column: Mulliken charge in e.
Geometry (Å):
C  1.041  0.540  -1.180  -0.928
C  0.025  0.123  -2.063  -0.105
C  -0.486  -1.162  -1.921  -0.398
C  -0.255  -1.833  -0.708  0.092
C  0.758  -1.395  0.232  -1.337
Os  -0.477  0.049  -0.107  1.045
P  -0.047  2.098  1.051  -0.247
H  1.832  1.246  -1.246  0.532
H  -0.138  0.644  -3.006  0.420
H  -0.920  -1.640  -2.820  0.402
H  1.174  -1.945  1.084  0.503
H  -0.762  -2.807  -0.709  0.418
H  -1.099  2.535  2.017  0.177
H  0.282  3.368  0.299  0.180
H  1.103  1.806  1.953  0.175
O  -0.707  -0.160  2.315  -0.630
H  -1.411  -0.763  2.639  0.325
H  0.087  -0.703  2.170  0.376

---

[4]
Below is one molecule with the formula C5H8N2, with properties calculated with ωB97M-V with the def2-TZVPD basis set.

SMILES string: CCn1ccnc1
ΔE to the lowest compared entry with this formula, charge and spin: 6.2 kcal per mole
LUMO energy: 0.880 eV
E_HOMO: -8.708 eV
Orbital gap: 9.59 eV
Charge: 0
Spin multiplicity: 1

Last column: Mulliken charge in e.
Geometry (Å):
C  1.057  0.192  1.832  -1.094
C  1.105  -0.283  0.398  -0.415
N  -0.159  -0.067  -0.292  0.193
C  -0.296  0.694  -1.425  -0.170
C  -1.514  0.362  -1.944  -0.527
N  -2.145  -0.569  -1.164  -0.611
C  -1.306  -0.807  -0.190  -0.055
H  2.017  0.023  2.334  0.346
H  0.832  1.262  1.839  0.311
H  0.255  -0.335  2.349  0.314
H  1.299  -1.357  0.317  0.317
H  1.906  0.267  -0.112  0.303
H  0.455  1.426  -1.692  0.339
H  -1.984  0.709  -2.845  0.395
H  -1.522  -1.518  0.595  0.353

---

[5]
Below is one molecule with the formula C21H28N4O3S at a distorted geometry, with properties calculated with ωB97M-V with the def2-TZVPD basis set.

SMILES string: CC(C)(C)c1ccc(C(=O)NCc2nnc(SCC(=O)NC3CCCC3)o2)cc1
ΔE to the lowest compared entry with this formula, charge and spin: 49.5 kcal per mole
LUMO energy: 0.603 eV
E_HOMO: -9.065 eV
Orbital gap: 9.67 eV
Charge: 0
Spin multiplicity: 1

Last column: Mulliken charge in e.
Geometry (Å):
C  -5.461  -0.711  2.051  -1.618
H  -5.855  0.270  2.303  0.338
H  -6.253  -1.442  2.196  0.445
H  -4.651  -0.939  2.740  0.391
C  -4.957  -0.760  0.602  2.113
C  -3.831  0.246  0.436  0.376
C  -2.546  -0.114  0.045  -0.151
C  -1.548  0.832  -0.103  -0.821
C  -1.804  2.174  0.147  0.765
C  -3.079  2.543  0.562  -1.516
C  -4.073  1.595  0.692  -0.324
H  -5.054  1.918  1.006  0.362
H  -3.275  3.582  0.779  0.421
C  -0.748  3.217  0.052  0.307
O  -0.673  4.165  0.805  -0.669
N  0.126  3.038  -0.979  -0.218
H  0.043  2.233  -1.580  0.272
C  1.325  3.834  -1.110  -1.013
C  2.511  2.982  -0.823  0.899
N  2.917  1.970  -1.513  -0.800
N  3.956  1.419  -0.854  -0.110
C  4.130  2.127  0.227  0.545
S  5.285  1.903  1.479  -0.148
C  6.132  0.401  0.875  -0.804
H  6.344  0.541  -0.183  0.364
H  7.052  0.357  1.455  0.389
C  5.310  -0.865  1.145  0.614
O  5.478  -1.533  2.141  -0.677
N  4.437  -1.145  0.167  -0.051
H  4.306  -0.471  -0.581  0.361
C  3.494  -2.241  0.226  -0.156
C  3.547  -3.055  -1.077  -0.951
H  4.532  -3.005  -1.537  0.384
H  3.317  -4.100  -0.866  0.325
C  2.448  -2.446  -1.941  -0.775
H  2.152  -3.095  -2.764  0.411
H  2.776  -1.490  -2.353  0.286
C  1.324  -2.222  -0.934  -0.314
H  0.827  -3.170  -0.723  0.308
H  0.574  -1.519  -1.296  0.238
C  2.043  -1.715  0.320  -0.576
H  2.061  -0.624  0.334  0.072
H  1.554  -2.048  1.233  0.329
H  3.775  -2.837  1.097  0.456
O  3.246  3.142  0.307  -0.347
H  1.401  4.245  -2.121  0.367
H  1.261  4.639  -0.373  0.376
H  -0.555  0.506  -0.381  0.239
H  -2.300  -1.146  -0.148  0.537
C  -4.518  -2.195  0.299  -2.116
H  -3.726  -2.514  0.973  0.439
H  -4.174  -2.292  -0.729  0.427
H  -5.362  -2.868  0.433  0.430
C  -6.097  -0.394  -0.359  -1.598
H  -6.489  0.598  -0.151  0.340
H  -6.911  -1.109  -0.261  0.443
H  -5.743  -0.412  -1.388  0.387

---

| no. | electronic energy (eV) |
| --- | --- |
| 1 | -43433.7895 |
| 2 | -19047.2950 |
| 3 | -19134.7337 |
| 4 | -8294.7270 |
| 5 | -45170.6503 |